(1)
A cluster of 2 separate species, FH3NO2P in total, computed with ωB97M-V/def2-TZVPD.

The net charge is 0. For the HOMO-LUMO gap (spin up / spin down), the calculation gives 9.71 / 9.71 eV. The spin multiplicity is 1. As for the HOMO energy (spin up / spin down): -10.84 / -10.84 eV. The value obtained for the total energy is -17638.9869 eV. The maximum force is 8.0 eV Å⁻¹.

XYZ file:
```
8
Properties=species:S:1:pos:R:3:forces:R:3:nbo_charge:R:1
P -0.001 -0.133 -0.549 -3.13 -0.71 3.50 2.281
F -1.546 -0.523 -0.135 2.38 0.08 -0.71 -0.549
O 0.203 0.707 1.627 1.29 2.75 -7.45 -1.030
O -0.158 1.345 -0.940 0.90 0.33 0.00 -0.952
N 0.769 -1.153 -1.410 -0.52 -1.16 2.45 -1.160
H 0.039 0.128 2.273 -1.07 -3.89 3.70 0.451
H 0.070 1.692 -0.047 -0.30 1.12 0.20 0.556
H 0.625 -2.062 -0.818 0.45 1.47 -1.68 0.403
```
Forces are in eV/Å.

---

(2)
A cluster of 2 separate species, FH3OP2 in total, computed with ωB97M-V/def2-TZVPD.

The net charge is 0. For the HOMO-LUMO gap (spin up / spin down), the calculation gives 8.69 / 8.69 eV. The spin multiplicity is 1. As for the HOMO energy (spin up / spin down): -9.75 / -9.75 eV. The value obtained for the total energy is -23389.1692 eV. The maximum force is 4.2 eV Å⁻¹.

XYZ file:
```
7
Properties=species:S:1:pos:R:3:forces:R:3:nbo_charge:R:1
P -0.579 0.377 -0.906 1.70 2.86 0.56 1.094
P 0.514 -0.998 0.309 1.00 -1.75 0.00 -0.069
F -1.962 0.301 -0.146 -0.14 -0.01 0.31 -0.577
O 0.562 2.040 0.384 -2.42 -3.07 -1.66 -0.928
H -0.031 1.694 1.085 0.62 0.63 0.05 0.429
H -0.180 -2.230 -0.127 0.44 0.99 0.09 0.011
H 1.676 -1.185 -0.600 -1.20 0.36 0.65 0.040
```
Forces are in eV/Å.

---

(3)
An isolated molecule of FH3OSi, computed with ωB97M-V/def2-TZVPD.

As for the SMILES: O[SiH2]F. The net charge is 0. For the HOMO-LUMO gap, the calculation gives 11.93 eV. The spin multiplicity is 1. As for the HOMO energy: -11.48 eV. The value obtained for the total energy is -12692.4362 eV. The maximum force is 7.0 eV Å⁻¹.

XYZ file:
```
6
Properties=species:S:1:pos:R:3:forces:R:3:nbo_charge:R:1
Si 0.105 -0.445 -0.044 2.61 1.80 -2.11 1.745
F 1.537 0.279 0.372 -1.09 -0.89 -0.04 -0.660
O -1.053 0.617 0.318 1.82 6.58 -1.54 -1.092
H -0.570 1.693 0.083 -2.57 -4.86 1.07 0.499
H -0.474 -1.352 0.786 -0.19 -2.76 1.44 -0.253
H 0.454 -0.791 -1.515 -0.59 0.13 1.18 -0.239
```
Forces are in eV/Å.

---

(4)
An isolated molecule of FH3OSi, computed with ωB97M-V/def2-TZVPD.

As for the SMILES: O[SiH2]F. The net charge is 0. For the HOMO-LUMO gap, the calculation gives 12.73 eV. The spin multiplicity is 1. As for the HOMO energy: -11.92 eV. The value obtained for the total energy is -12693.4754 eV. The maximum force is 4.3 eV Å⁻¹.

XYZ file:
```
6
Properties=species:S:1:pos:R:3:forces:R:3:nbo_charge:R:1
Si -0.228 -0.339 -0.106 -2.21 3.39 1.36 1.710
F -0.191 -0.352 1.522 -0.08 0.15 -0.36 -0.667
O 0.342 1.207 -0.588 -1.55 -2.41 -0.04 -1.053
H 0.649 -1.383 -0.295 1.23 -1.65 -1.10 -0.252
H -1.731 -0.395 -0.410 1.27 -0.17 -0.27 -0.217
H 1.159 1.261 -0.122 1.35 0.68 0.41 0.479
```
Forces are in eV/Å.